Density functional theory data (wB97M-V/def2-TZVPD) for C30H27DyN2OS as an isolated structure at a distorted geometry.

Results
Charge   +2
Highest occupied orbital energy (alpha / beta)   -13.53 / -13.54 eV
Max |F|   0.03010 hartree/bohr
<S²>   9.335
Calculated total energy   -71482.1772 eV
Spin multiplicity   6

Element x y z (Å)
1 Dy -1.1331 -0.4184 1.0944
2 C -1.9220 2.0189 1.9242
3 C -0.5501 2.1894 2.1684
4 C 0.0935 1.4194 3.1443
5 C -0.6324 0.5035 3.9114
6 C -2.0079 0.3545 3.6957
7 C -2.6529 1.0975 2.6942
8 H -2.4421 2.7026 1.2575
9 H -0.0108 2.9985 1.6846
10 H 1.1278 1.6245 3.3971
11 H -0.1614 0.0086 4.7542
12 H -2.5876 -0.2512 4.3855
13 H -3.7372 1.0658 2.6113
14 C -3.9828 -1.7265 0.0327
15 N -2.7832 -1.9797 0.8275
16 C -2.2297 -3.1681 0.7816
17 C -0.9267 -3.3920 1.2646
18 C -0.2036 -4.5959 1.3603
19 C 1.0594 -4.2675 1.8175
20 C 1.0783 -2.8824 1.9874
21 N -0.1088 -2.3239 1.6782
22 C -3.6768 -0.5296 -0.8517
23 C -2.3920 -0.4138 -1.4282
24 C -2.0720 0.7159 -2.1857
25 C -3.0163 1.7103 -2.3971
26 C -4.2961 1.5630 -1.8829
27 C -4.6215 0.4618 -1.1047
28 H -4.8274 -1.4858 0.6935
29 H -4.2624 -2.5969 -0.5812
30 H -2.7549 -4.0127 0.3295
31 H -0.5762 -5.5789 1.1471
32 H 1.8685 -4.9435 2.0105
33 H 1.8993 -2.2741 2.3378
34 H -1.7229 -1.2874 -1.4725
35 H -1.1034 0.7866 -2.6614
36 H -2.7642 2.5637 -3.0082
37 H -5.0512 2.3057 -2.0883
38 H -5.6255 0.3561 -0.7191
39 O 0.3499 0.2257 -0.2176
40 S 1.3651 -0.3976 -1.2016
41 C 2.9136 -0.2976 -0.2918
42 C 2.9264 0.3632 0.9238
43 C 4.1172 0.4746 1.6212
44 C 5.2766 -0.0866 1.1067
45 C 5.2454 -0.7632 -0.1051
46 C 4.0593 -0.8729 -0.8162
47 C 1.6609 0.9731 -2.3292
48 C 1.6474 0.7108 -3.6893
49 C 1.8741 1.7506 -4.5760
50 C 2.1087 3.0281 -4.0946
51 C 2.0793 3.2835 -2.7319
52 C 1.8555 2.2532 -1.8372
53 H 1.9994 0.7831 1.3030
54 H 4.1459 1.0049 2.5602
55 H 6.2071 0.0143 1.6461
56 H 6.1460 -1.2024 -0.5045
57 H 4.0239 -1.3906 -1.7639
58 H 1.4727 -0.2916 -4.0488
59 H 1.8566 1.5583 -5.6365
60 H 2.3193 3.8302 -4.7823
61 H 2.2257 4.2883 -2.3685
62 H 1.8342 2.4399 -0.7731

Density functional theory data (wB97M-V/def2-TZVPD) for C30H27GeN2O6Ti as an isolated structure.

Results
Charge   -1
Highest occupied orbital energy   -4.32 eV
Max |F|   0.01332 hartree/bohr
Calculated total energy   -126450.0546 eV
Spin multiplicity   1

Element x y z (Å)
1 Ti 0.2885 -0.0667 0.1194
2 O 3.3968 -0.4554 -2.4639
3 C 2.5360 -0.5839 -1.6219
4 O 1.7241 0.3421 -1.1707
5 C 2.3472 -1.9012 -0.8775
6 C 3.1038 -3.0559 -1.0210
7 C 2.8208 -4.1213 -0.1707
8 C 1.8245 -4.0173 0.7974
9 C 1.1086 -2.8302 0.8603
10 N 1.3885 -1.8584 0.0180
11 C -0.0131 -2.4667 1.8285
12 O -0.2744 -3.1996 2.7668
13 O -0.5543 -1.3288 1.5323
14 H 3.8804 -3.0891 -1.7710
15 H 3.3896 -5.0387 -0.2563
16 H 1.5920 -4.8133 1.4898
17 N 2.3672 0.5255 3.8271
18 C 1.5712 0.6036 2.7404
19 O 1.9678 0.1897 1.6487
20 C 0.1962 1.1907 2.8620
21 C -0.3117 1.5640 1.4730
22 H 3.2250 0.0082 3.7516
23 H 1.9991 0.7516 4.7318
24 H 0.2358 2.0187 3.5899
25 H -0.4324 0.4072 3.3010
26 H 0.2228 2.4542 1.1264
27 H -1.3694 1.8373 1.5241
28 C -0.2242 5.9991 -0.6132
29 C -1.5400 5.5679 -0.6189
30 C -1.8399 4.2388 -0.8954
31 C -0.8411 3.3102 -1.1722
32 C 0.4793 3.7642 -1.1491
33 C 0.7895 5.0874 -0.8791
34 Ge -1.2216 1.3910 -1.5169
35 C -0.9533 1.2650 -3.4704
36 C -1.5624 0.2416 -4.1989
37 C -1.4263 0.1426 -5.5739
38 C -0.6619 1.0717 -6.2653
39 C -0.0427 2.0917 -5.5641
40 C -0.1913 2.1826 -4.1854
41 C -3.1845 1.2964 -1.3068
42 C -3.7753 0.7647 -0.1644
43 C -5.1516 0.7687 0.0142
44 C -5.9767 1.3014 -0.9648
45 C -5.4133 1.8264 -2.1170
46 C -4.0345 1.8274 -2.2784
47 H 0.0127 7.0348 -0.4001
48 H -2.3420 6.2655 -0.4071
49 H -2.8794 3.9323 -0.8938
50 H 1.2903 3.0634 -1.3314
51 H 1.8255 5.4043 -0.8707
52 H -2.1573 -0.5085 -3.6913
53 H -1.9111 -0.6706 -6.1006
54 H -0.5449 0.9983 -7.3402
55 H 0.5620 2.8251 -6.0839
56 H 0.2990 2.9996 -3.6735
57 H -3.1564 0.3317 0.6144
58 H -5.5770 0.3502 0.9182
59 H -7.0516 1.3038 -0.8307
60 H -6.0470 2.2395 -2.8927
61 H -3.6156 2.2455 -3.1863
62 C -2.1022 -2.0019 -1.1344
63 C -0.7107 -1.3986 -1.3958
64 O -0.1474 -1.7845 -2.4058
65 H -2.8176 -1.4757 -1.7686
66 H -2.4436 -1.9044 -0.1049
67 H -2.0828 -3.0482 -1.4435